(1)
42
Properties=species:S:1:pos:R:3:forces:R:3 method="wB97M-V/def2-TZVPD" charge=-1 relative_energy_kcal_mol=25.93 e_homo_ev=-3.56 max_force_ev_per_a=2.3 gap_ev=3.7
Cl 3.9059 -0.7857 -3.6263 0.0865 -0.0408 -0.0109
Cl -1.5497 2.2899 -3.5607 0.0111 0.0003 -0.0152
Cl -1.4924 -0.8671 -3.8034 0.2189 0.0886 0.0763
Cl 3.8510 2.3783 -3.4542 0.1149 0.0859 0.0231
P 0.0214 -0.0777 1.1139 -1.4840 -0.7636 -1.5188
O -2.9173 -1.9132 -0.6938 -0.0445 -0.5727 0.1704
O -0.0815 1.5232 0.8105 0.1550 0.5583 0.6998
O -0.3690 -0.4558 2.4972 0.6398 0.3867 -0.1708
O 1.1304 3.4569 -3.5018 0.1635 -1.9817 -0.1339
O -1.4515 -2.5631 0.9688 -1.0703 -0.4150 0.5173
O 1.2285 -1.9439 -3.8065 0.0853 2.2369 -0.0092
O 1.5773 -0.3052 0.7612 1.0570 -0.1604 0.6734
C -0.0634 0.0539 -3.6897 -0.5750 0.9349 -0.1441
C -0.0880 1.4144 -3.6092 -0.0389 -1.0562 0.0041
C -1.2050 2.1998 1.4293 0.1875 -0.5719 -0.0282
C -2.4896 -3.0903 1.8080 0.2137 -0.3653 -0.6818
C 1.2082 -0.7189 -3.7248 -0.1797 -1.7766 0.1711
C -0.8965 -0.7171 -0.2393 -0.3113 -0.3670 0.6049
C 3.7069 -0.5191 1.9157 0.0338 0.0871 -0.0872
C -1.8728 -1.7396 -0.0730 1.2099 1.1835 0.0791
C -1.0895 3.6993 1.2680 0.1854 -0.1214 0.0449
C 1.1539 2.2302 -3.5502 -0.3119 1.4177 0.1959
C 2.4254 1.4550 -3.5498 0.1679 -1.2626 -0.1203
C -3.2031 -2.0801 2.6778 0.0963 0.3462 0.1123
C 2.4200 -1.2140 1.5261 -0.7970 0.4157 -0.0636
C 2.4501 0.0951 -3.6329 0.1895 1.2533 0.1362
H 4.3300 -0.3396 1.0331 -0.0688 0.0997 0.1492
H -3.9755 -2.6058 3.2467 0.0044 -0.0088 0.0493
H -0.9281 3.9764 0.2226 0.0315 0.0007 0.1270
H 3.5031 0.4324 2.4190 -0.0075 -0.1594 -0.1385
H -0.9498 -0.1447 -1.1501 -0.0947 0.4045 0.0772
H -3.2195 -3.6068 1.1733 0.0800 -0.0426 0.0824
H -2.1390 1.8391 0.9718 0.2342 -0.0529 0.0589
H -3.7087 -1.3132 2.0764 0.2412 -0.1169 0.0894
H 1.8676 -1.5362 2.4187 0.0671 0.0719 -0.2185
H -0.2807 4.0862 1.8940 0.0366 0.0383 -0.2280
H -2.0193 4.1547 1.6148 -0.0208 0.0388 -0.0446
H -2.4989 -1.6093 3.3736 -0.1883 0.0470 -0.2306
H -1.2103 1.9321 2.4955 -0.1391 0.0248 -0.2640
H 2.6295 -2.0949 0.9057 -0.1413 0.1808 0.0378
H 4.2632 -1.1549 2.6078 0.0659 -0.0262 -0.0262
H -1.9733 -3.8207 2.4361 -0.1039 -0.0394 -0.0457

---

(2)
79
Properties=species:S:1:pos:R:3:forces:R:3 method="wB97M-V/def2-TZVPD" charge=+4 spin_multiplicity=4 e_homo_ev="-18.87 / -18.92" max_force_ev_per_a=1.2 gap_ev="4.8 / 5.2"
Re 0.0157 0.9101 0.5762 0.9779 -0.2011 0.6702
Sb -1.0127 -1.1680 -0.9256 -0.6259 -0.4645 -0.5613
S -0.6123 0.0782 2.7216 -0.1746 0.1578 -0.4716
S -0.4364 3.4559 4.2461 -0.1157 0.0489 0.0162
S -1.6687 2.7054 0.9524 -0.4794 -0.0436 -0.1882
F -3.5155 -5.6285 2.4350 0.0311 0.0341 -0.0194
F 1.7344 -3.9361 -5.6272 -0.0171 0.0480 0.0446
F -6.1586 0.7587 -3.6807 0.0472 -0.0150 0.0261
N 4.0462 2.7629 -0.4892 0.0977 -0.1506 0.1227
C -1.2248 -3.9788 0.2320 -0.0561 -0.0144 0.1233
C 2.9514 1.8580 -1.0393 -0.0200 -0.0071 0.0389
C 0.8727 2.3418 3.6633 -0.0628 -0.0414 0.0785
C -4.8222 -0.9729 -2.8890 0.0597 -0.2378 0.0363
C 1.2050 -3.2956 -4.6068 0.0877 -0.1162 -0.1493
C -2.7575 -0.4031 -1.8014 0.0774 0.1303 0.1714
C -3.4301 -3.3799 1.8604 -0.0647 0.1806 0.0431
C -1.7229 -2.6771 0.3211 0.1897 0.2200 0.1096
C 0.5543 0.8699 3.8877 0.0860 0.0258 -0.0071
C 2.9054 0.4595 -0.4599 0.0019 -0.0531 0.1324
C 0.2257 -2.3467 -4.8489 -0.1267 0.1422 -0.0599
C -2.2665 0.8436 3.0016 -0.0906 -0.0071 0.1353
C 3.0536 -2.1240 0.6619 0.0975 0.0107 0.0018
C -3.0080 0.9557 -1.9993 -0.0155 -0.0628 -0.1327
C 1.8583 -0.0076 0.3914 -0.3661 0.1493 -0.1732
C -3.6645 -1.3731 -2.2429 -0.0832 0.1126 0.0171
C 3.8989 3.0379 0.9776 -0.0091 -0.0762 -0.1628
C 1.9727 -1.3079 0.9435 0.1043 0.1320 0.0089
C -2.8193 1.5524 1.7767 0.0455 0.1373 0.0794
C -0.5924 4.6080 2.8645 -0.0699 -0.0719 0.0179
C 3.9194 -0.4204 -0.8091 0.0938 -0.0783 -0.0004
C 1.6588 -3.6002 -3.3294 0.0733 -0.0342 0.1506
C 5.4572 2.3201 -0.8080 -0.0905 0.0870 0.0240
C -4.1702 1.3547 -2.6392 0.1739 0.1601 0.0815
C 0.0782 -2.0130 -2.4819 0.2004 0.3301 0.2296
C -0.3401 -1.6848 -3.7738 0.0777 -0.1101 -0.0673
C -2.8186 -2.3750 1.1378 0.0006 -0.1194 0.0068
C -2.9270 -4.6693 1.7547 -0.0788 -0.1732 0.1010
C 1.0983 -2.9420 -2.2530 -0.0079 -0.0283 -0.1305
C -5.0540 0.3809 -3.0706 -0.2170 0.0214 -0.1058
C 4.0077 -1.6957 -0.2529 0.0074 0.0110 0.0083
C -1.8414 -4.9866 0.9542 0.1695 -0.0534 -0.0977
C -1.6957 4.3143 1.8617 0.1981 -0.0195 0.0848
H 4.6695 -0.1179 -1.5311 -0.0422 -0.0593 0.0354
H -0.8553 5.5637 3.3235 0.0484 0.0685 -0.0247
H 1.7836 2.5605 4.2227 0.0535 -0.0213 -0.0068
H 3.9231 3.6510 -0.9797 0.0171 0.0429 -0.0052
H 4.7351 3.6487 1.3059 0.0136 0.0401 -0.0010
H 6.1171 3.1516 -0.5726 0.0198 -0.0007 0.0013
H -2.9272 0.0243 3.2890 0.0448 -0.0489 0.0095
H 1.4421 -3.1735 -1.2539 -0.0296 -0.0014 -0.0127
H 3.1363 -3.0987 1.1280 0.0015 0.0160 -0.0280
H -1.7056 5.0519 1.0586 -0.0229 0.0087 -0.0053
H -3.7155 2.1162 2.0455 -0.0051 -0.0022 0.0278
H -5.5447 -1.6927 -3.2531 0.0130 0.0187 0.0081
H 3.1100 1.8320 -2.1167 -0.0262 -0.0203 -0.0415
H -3.2396 -1.3746 1.1712 -0.0067 -0.0397 -0.0519
H 0.1151 0.6661 4.8692 0.0375 0.0524 0.0028
H -2.6834 4.3051 2.3258 0.0148 -0.0083 0.0062
H -0.0853 -2.1453 -5.8658 0.0086 -0.0117 0.0045
H -1.1148 -0.9492 -3.9513 -0.0156 -0.0195 0.0017
H 0.3768 4.7520 2.3881 -0.0081 0.0157 -0.0228
H -0.3900 -4.2298 -0.4101 -0.0583 0.0200 0.0042
H -4.3973 2.3969 -2.8251 0.0135 -0.0290 0.0082
H 1.0751 2.5452 2.6066 0.0746 -0.0216 -0.0164
H 3.9066 2.0878 1.5077 0.0179 0.0064 -0.0131
H 4.8257 -2.3480 -0.5351 -0.0178 0.0281 0.0178
H 1.2092 -1.6912 1.6120 -0.0593 -0.0281 -0.0333
H -3.1138 0.8612 0.9845 -0.0188 -0.0153 -0.0332
H -2.1383 1.5178 3.8459 -0.0097 0.0200 -0.0217
H 1.4511 0.2530 3.7958 -0.0362 -0.0479 0.0063
H -1.5017 -6.0131 0.8975 -0.0259 0.0166 0.0030
H -2.2988 1.7165 -1.6932 0.0050 -0.0053 0.0007
H 2.9664 3.5757 1.1443 0.0119 -0.0257 -0.0091
H 5.5306 2.0837 -1.8671 -0.0182 0.0129 0.0105
H -3.4819 -2.4321 -2.0946 -0.0195 0.0222 -0.0009
H 2.0226 2.4077 -0.8534 -0.0591 0.0542 -0.0279
H 2.4285 -4.3513 -3.2040 -0.0241 0.0082 -0.0157
H -4.2967 -3.1967 2.4825 -0.0020 -0.0218 -0.0126
H 5.7112 1.4637 -0.1909 -0.0172 0.0164 0.0028

---

(3)
78
Properties=species:S:1:pos:R:3:forces:R:3 method="wB97M-V/def2-TZVPD" charge=+3 relative_energy_kcal_mol=0.00 e_homo_ev="-15.87 / -15.87" max_force_ev_per_a=0.6 gap_ev="5.8 / 5.8"
Co -1.4798 -0.7182 0.4279 0.1264 -0.4089 0.4514
S -0.6242 -2.6614 1.2695 -0.0459 -0.1816 -0.3242
S -3.6606 -0.7241 0.9992 -0.1651 0.1833 0.0222
S -2.2282 -1.9706 -1.3483 0.0579 -0.0117 -0.3258
S -1.0923 0.0054 2.6003 0.3196 0.0916 0.1317
O 3.7311 -0.1197 1.3876 0.0431 -0.0846 0.0591
N 0.2989 -0.5623 -0.5374 0.0432 0.3500 -0.0503
N -1.7112 3.1683 -1.1414 -0.0383 0.0612 -0.0036
N -1.6769 1.1960 0.0744 -0.0932 -0.0302 -0.3460
N 5.0636 -1.0915 -0.1790 0.0695 0.0432 0.0226
C -2.7602 0.3433 3.2460 -0.0305 0.0115 0.0013
C 1.5060 -0.7770 -0.0026 -0.1353 0.2436 0.1506
C -4.3314 -2.3104 0.4745 -0.0084 -0.0461 0.0155
C -0.5941 -1.4582 3.5814 -0.0865 -0.1192 -0.0486
C 6.2194 -1.0504 0.7426 -0.0613 -0.0834 -0.0840
C 2.7023 -0.4878 -0.6450 0.0338 0.0419 0.0739
C -2.3540 4.0906 -2.1106 0.0779 -0.0873 0.0125
C -0.5662 3.7126 -0.3849 -0.0411 -0.0502 -0.0553
C 1.4015 0.2939 -2.4836 0.0086 0.0167 -0.0105
C -3.3262 1.4408 -1.7132 -0.0106 0.0400 -0.0178
C -3.8056 -0.6630 2.7952 0.0783 0.0518 0.0594
C 2.6505 0.0632 -1.9116 -0.0309 -0.0568 -0.0450
C 3.9205 -0.5717 0.2619 -0.1335 0.0118 -0.0155
C -1.3401 -4.0341 0.3365 -0.0591 -0.0127 0.0439
C 0.2637 -0.0152 -1.7776 0.0093 -0.1746 -0.0032
C 6.8516 0.3271 0.8248 0.0233 0.0435 0.0355
C 6.2029 -1.0458 -2.3922 0.0384 0.0189 -0.0133
C -3.3279 5.0551 -1.4579 -0.0354 0.0307 -0.0026
C 5.2452 -1.7723 -1.4634 -0.0436 0.0024 0.0163
C -2.1817 1.9576 -0.8963 -0.0093 -0.0374 0.1350
C -0.9106 4.2082 1.0138 -0.0047 0.0104 0.0486
C -1.3771 -3.5631 -1.1073 -0.0357 -0.0010 -0.0393
C -1.0973 -2.7812 3.0013 0.0930 0.1048 0.0368
C -3.9691 -2.4034 -1.0018 -0.0385 0.0406 0.0875
H 5.6147 -2.7774 -1.2492 0.0196 0.0078 -0.0160
H 0.4965 -1.4328 3.5936 0.0024 0.0096 -0.0118
H -3.5620 0.4218 -1.4314 -0.0018 0.0068 0.0102
H 5.8709 -1.3761 1.7220 0.0182 0.0306 0.0182
H -2.8445 3.5020 -2.8799 -0.0246 0.0225 -0.0048
H 7.7323 0.2916 1.4651 -0.0101 -0.0150 0.0110
H -2.3212 -4.2925 0.7264 -0.0217 -0.0244 -0.0358
H -1.5435 4.6261 -2.6030 -0.0140 0.0229 0.0032
H -2.8293 5.7239 -0.7589 0.0035 0.0030 -0.0049
H 7.1670 0.6812 -0.1563 0.0005 -0.0110 -0.0061
H 3.5569 0.3321 -2.4394 -0.0135 0.0033 -0.0051
H 0.2160 2.9470 -0.3558 0.0158 0.0073 0.0018
H 0.0038 4.4941 1.5326 0.0013 0.0139 -0.0096
H 6.1547 1.0457 1.2535 -0.0038 0.0025 -0.0135
H -3.9192 -3.1139 1.0791 0.0045 -0.0364 -0.0274
H -0.6939 -4.9070 0.4341 0.0456 0.0388 0.0176
H -4.2154 2.0500 -1.5453 0.0008 0.0015 -0.0212
H 5.8728 -0.0245 -2.5913 -0.0022 0.0039 -0.0050
H -2.9997 1.3494 2.8999 0.0023 -0.0087 -0.0394
H -0.7099 0.1692 -2.2054 -0.0031 0.0047 -0.0046
H -3.1047 1.4700 -2.7793 0.0212 -0.0277 0.0008
H -0.9315 -1.3035 4.6063 -0.0273 0.0250 -0.0117
H -1.8717 -4.2877 -1.7552 -0.0080 0.0009 0.0076
H -4.1593 -3.3921 -1.4199 0.0433 -0.0151 0.0247
H -0.3747 -3.4046 -1.5080 0.0222 0.0067 0.0359
H -2.6776 0.3848 4.3324 0.0103 -0.0049 0.0020
H 6.2825 -1.5743 -3.3415 -0.0100 -0.0181 0.0076
H 6.9281 -1.7931 0.3774 0.0171 0.0244 -0.0011
H -0.1639 4.5249 -0.9860 0.0087 0.0204 0.0368
H -3.6622 -1.6488 3.2265 0.0078 -0.0274 0.0315
H 4.2698 -1.8996 -1.9330 0.0267 -0.0286 0.0112
H 1.3081 0.7293 -3.4689 0.0139 -0.0048 -0.0034
H -5.4139 -2.2959 0.6113 0.0031 0.0210 -0.0308
H -1.5610 5.0789 0.9801 -0.0020 -0.0024 -0.0120
H 7.2031 -0.9904 -1.9643 -0.0053 0.0017 0.0036
H -3.7930 5.6727 -2.2252 0.0085 -0.0023 -0.0053
H -2.1648 -2.9400 3.1126 -0.0398 0.0237 0.0193
H -0.9021 1.6555 0.5379 0.0052 0.0105 -0.0163
H -0.5721 -3.6242 3.4526 0.0344 0.0200 -0.0135
H -1.4130 3.4477 1.6155 0.0109 -0.0135 -0.0104
H 1.5691 -1.1146 1.0193 -0.0642 -0.1132 0.0660
H -4.5529 -1.6923 -1.5873 -0.0251 -0.0202 0.0104
H -4.1224 4.5280 -0.9271 0.0083 -0.0089 0.0050
H -4.8093 -0.3211 3.0507 0.0052 0.0372 -0.0337